Formula: C24H28ClNOPPr
Source: the Open Molecules 2025 dataset
Level of theory: the ωB97M-V functional and the def2-TZVPD basis

CARTESIAN COORDINATES (ANGSTROEM)
Pr (-0.055383, 0.100000, 0.798830)
Cl (0.888778, -2.087625, 1.728919)
P (-0.422520, 1.113816, -1.891710)
O (-2.127581, -0.863042, 0.806765)
N (-1.789020, 0.518944, 2.583836)
C (-1.479785, 0.309520, 4.082851)
C (-1.503064, 0.390471, -3.154248)
C (-1.363799, 0.788631, -4.496049)
C (1.804604, -0.338197, -2.703593)
C (-2.575060, -0.458709, 1.929085)
C (3.867863, 0.619997, -3.558714)
C (-1.968319, 4.874204, -2.673547)
C (-2.405708, -0.636738, -2.818334)
C (-3.435861, -2.279043, 3.303875)
C (3.279104, 1.887853, -3.587353)
C (-3.782031, -1.031748, 2.484756)
C (-2.933509, -0.915830, -5.175675)
C (1.962748, 2.054072, -3.148047)
C (-0.024232, 3.723481, -1.020278)
C (-0.286310, 5.090386, -0.956206)
C (-2.645620, -1.946022, 4.566980)
C (-3.124788, -1.272003, -3.830708)
C (-0.766188, 2.904277, -1.894519)
C (-1.754225, 3.493591, -2.703815)
C (-1.251268, 5.674070, -1.784960)
C (-2.073371, 0.134172, -5.506697)
C (-1.330999, -1.180778, 4.331882)
C (3.114892, -0.489163, -3.152576)
C (1.248217, 0.951657, -2.645583)
H (-3.295045, -1.394880, 5.263672)
H (-2.263746, 0.801392, 4.681760)
H (-2.383001, -2.878173, 5.090263)
H (-3.454128, -1.462426, -5.962274)
H (-2.286646, 1.430377, 2.540228)
H (0.252542, 5.711116, -0.238832)
H (-5.405947, 3.884581, -2.397567)
H (3.568958, -1.478841, -3.175493)
H (-3.838271, -2.060893, -3.578029)
H (-1.940128, 0.449538, -6.543862)
H (-4.377979, -2.779127, 3.560016)
H (-0.688376, 1.604753, -4.753455)
H (4.922011, 0.500245, -3.829907)
H (-0.747922, -1.658835, 3.519835)
H (1.498188, 3.043335, -3.182583)
H (-5.615391, 3.220670, -2.679755)
H (1.218121, -1.208033, -2.376912)
H (3.847327, 2.753743, -3.933046)
H (-0.665614, -1.286295, 5.205953)
H (-2.855974, -2.977748, 2.678899)
H (-2.522024, -0.939431, -1.771833)
H (-4.313338, -0.259080, 3.058303)
H (0.746125, 3.280835, -0.380900)
H (-0.512881, 0.808060, 4.243670)
H (-2.367296, 2.869382, -3.349446)
H (-4.409360, -1.305216, 1.623205)
H (-1.456017, 6.743712, -1.720278)
H (-2.723523, 5.319900, -3.323077)

Atoms 1-6, force components in eV/Å:
Pr 1.427 -0.680 0.166
Cl -0.081 0.737 -0.545
P -0.015 0.481 -1.676
O -0.908 1.029 1.998
N 0.085 1.641 0.540
C 0.051 -0.364 -0.735

Values from the calculation:
* HOMO level (spin up / spin down): -14.261 / -14.260 eV
* max |F|: 2.471 eV/Å
* net charge: +2
* spin multiplicity: 3
* expectation value of S²: 2.004
* Kohn-Sham gap (spin up / spin down): 0.250 / 0.262 Eh

From a Mulliken analysis of the wavefunction, the atomic charges in e read:
1 Pr 1.462
2 Cl -0.398
3 P 0.552
4 O -0.546
5 N -0.232
6 C -0.600
7 C 0.427
8 C -0.231
9 C -0.585
10 C 0.445
11 C -0.498
12 C -0.721
13 C -0.413
14 C -0.531
15 C -0.683
16 C -0.762
17 C -0.524
18 C -0.212
19 C -0.373
20 C -0.757
21 C -0.747
22 C -0.597
23 C 0.782
24 C -0.493
25 C -0.521
26 C -0.776
27 C -0.077
28 C -0.680
29 C 0.759
30 H 0.304
31 H 0.384
32 H 0.360
33 H 0.413
34 H 0.363
35 H 0.410
36 H -0.045
37 H 0.422
38 H 0.411
39 H 0.405
40 H 0.373
41 H 0.493
42 H 0.408
43 H -0.089
44 H 0.391
45 H 0.046
46 H 0.403
47 H 0.422
48 H 0.422
49 H 0.344
50 H 0.175
51 H 0.357
52 H 0.277
53 H 0.324
54 H 0.511
55 H 0.387
56 H 0.411
57 H 0.449